A molecular structure, C5H8Cl4NO in a non-equilibrium geometry, computed with the ωB97M-V functional and the def2-TZVPD basis.

Positions of all 19 atoms, in Å:
C 0.69 0.23 -0.84
C -0.32 -0.93 0.94
C -0.86 1.44 0.43
C -1.67 -0.66 -1.03
C 2.43 0.06 0.14
N -0.69 0.03 -0.13
O 0.71 0.63 -1.95
Cl -0.83 -2.14 -1.66
Cl 2.76 -1.59 0.47
Cl 3.53 0.68 -1.00
Cl 2.40 1.13 1.55
H -1.16 -1.35 1.34
H 0.36 -1.69 0.69
H 0.08 -0.34 1.63
H -1.98 1.39 0.73
H -0.30 1.70 1.31
H -0.77 2.10 -0.35
H -2.49 -0.83 -0.44
H -1.89 0.13 -1.83

Computed properties:
energy relative to the best compared isomer or geometry (same formula, charge and spin): 0.553 eV
net charge: +1

A molecular structure, NO3Sr2 in a non-equilibrium geometry, computed with the ωB97M-V functional and the def2-TZVPD basis.

Positions of all 6 atoms, in Å:
Sr 0.87 0.01 -22.27
Sr -3.58 -9.21 -23.13
N -1.79 -5.01 -22.59
O -1.47 -5.61 -23.69
O -2.43 -5.47 -21.65
O -1.04 -4.06 -22.21

Computed properties:
energy relative to the best compared isomer or geometry (same formula, charge and spin): 0.000 eV
net charge: +3

15 unconnected molecules or ions with the total composition C80H80O25 in a non-equilibrium geometry, computed with the ωB97M-V functional and the def2-TZVPD basis.

Positions of all 185 atoms, in Å:
C -2.81 0.04 6.77
C -2.80 -1.16 7.26
C -2.66 -2.35 6.31
O -2.66 -3.45 6.82
C -2.69 -2.12 4.86
C -2.85 -0.87 4.35
C -2.77 0.32 5.28
O -2.88 1.46 4.89
H -2.85 0.92 7.36
H -2.95 -1.41 8.30
H -2.87 -2.99 4.21
H -3.01 -0.64 3.31
C -1.70 -5.59 2.69
C -0.93 -6.61 2.31
C -1.33 -7.46 1.12
O -0.76 -8.46 0.81
C -2.54 -7.01 0.39
C -3.25 -5.95 0.73
C -2.96 -5.26 1.96
O -3.80 -4.52 2.45
H -1.62 -5.16 3.65
H -0.15 -7.02 2.93
H -2.58 -7.44 -0.60
H -4.13 -5.54 0.25
C -3.42 4.70 -0.86
C -3.47 5.74 -1.67
C -2.31 6.13 -2.62
O -2.32 7.20 -3.20
C -1.08 5.28 -2.69
C -1.04 4.24 -1.84
C -2.16 3.85 -0.88
O -2.00 2.96 -0.10
H -4.24 4.31 -0.19
H -4.34 6.37 -1.72
H -0.27 5.63 -3.32
H -0.11 3.70 -1.76
C 6.34 1.58 -0.46
C 5.52 2.55 -0.10
C 5.00 2.66 1.32
O 4.37 3.67 1.67
C 5.36 1.62 2.29
C 6.10 0.58 1.91
C 6.65 0.48 0.53
O 7.40 -0.47 0.28
H 6.67 1.37 -1.44
H 5.39 3.47 -0.67
H 5.08 1.75 3.33
H 6.39 -0.25 2.52
C 6.30 -2.89 -1.43
C 6.14 -3.35 -0.15
C 4.92 -2.94 0.53
O 4.66 -3.32 1.67
C 3.96 -2.06 -0.17
C 4.26 -1.41 -1.28
C 5.54 -1.81 -2.03
O 6.01 -1.14 -2.93
H 7.14 -3.19 -1.96
H 6.87 -3.98 0.44
H 3.02 -1.85 0.35
H 3.59 -0.65 -1.75
C -5.43 0.91 2.07
C -5.27 0.93 0.72
C -5.20 -0.37 -0.03
O -5.13 -0.37 -1.23
C -5.39 -1.68 0.76
C -5.67 -1.69 2.06
C -5.66 -0.36 2.84
O -5.86 -0.29 4.03
H -5.49 1.75 2.68
H -5.04 1.84 0.07
H -5.35 -2.66 0.27
H -5.79 -2.68 2.54
C 1.16 -5.62 -0.57
C 1.17 -4.51 0.18
C 0.06 -3.53 0.18
O 0.13 -2.49 0.78
C -1.06 -3.77 -0.75
C -1.04 -4.79 -1.60
C 0.02 -5.87 -1.53
O -0.12 -6.87 -2.18
H 1.86 -6.46 -0.46
H 1.90 -4.43 1.02
H -1.86 -3.09 -0.80
H -1.83 -4.96 -2.31
C 1.61 4.67 0.37
C 0.82 4.96 1.37
C 0.79 6.31 2.04
O -0.04 6.64 2.81
C 1.94 7.17 1.67
C 2.84 6.92 0.74
C 2.70 5.64 -0.09
O 3.50 5.36 -0.96
H 1.69 3.72 -0.03
H 0.13 4.23 1.72
H 1.89 8.11 2.28
H 3.68 7.51 0.48
C -6.34 -1.88 -4.21
C -6.04 -2.54 -3.09
C -4.63 -2.71 -2.73
O -4.33 -3.53 -1.83
C -3.54 -2.05 -3.46
C -3.86 -1.36 -4.54
C -5.25 -1.32 -4.98
O -5.57 -0.76 -5.99
H -7.31 -1.72 -4.58
H -6.67 -3.11 -2.44
H -2.57 -2.25 -3.18
H -3.17 -0.97 -5.27
C -0.29 0.60 -1.21
C -1.39 0.16 -0.73
C -1.57 -0.05 0.74
O -2.64 -0.30 1.22
C -0.42 0.14 1.68
C 0.68 0.74 1.21
C 0.91 0.81 -0.24
O 1.96 1.03 -0.79
H -0.13 0.87 -2.20
H -2.24 -0.04 -1.41
H -0.67 0.09 2.75
H 1.52 1.06 1.84
C 1.46 4.01 5.81
C 0.15 3.23 5.80
C 0.15 2.70 4.34
O 1.52 2.64 3.88
C 2.38 3.18 4.93
H 1.88 4.26 6.82
H 1.26 4.97 5.28
H -0.74 3.95 5.90
H 0.02 2.53 6.69
H -0.36 3.35 3.65
H -0.27 1.70 4.21
H 3.17 3.72 4.33
H 2.82 2.43 5.58
C 2.01 -2.50 3.68
C 2.60 -1.43 4.65
C 1.40 -0.65 5.14
O 0.30 -1.09 4.46
C 0.57 -2.44 4.12
H 2.42 -3.51 3.71
H 2.08 -2.13 2.63
H 3.33 -0.79 4.22
H 3.09 -1.92 5.49
H 1.56 0.41 4.95
H 1.26 -0.72 6.19
H -0.10 -2.69 3.30
H 0.44 -3.11 5.02
C 2.11 -1.98 -4.48
C 1.91 -3.16 -5.42
C 1.80 -4.41 -4.49
O 1.65 -3.78 -3.13
C 1.32 -2.43 -3.22
H 1.74 -1.02 -4.92
H 3.16 -1.99 -4.20
H 2.79 -3.23 -6.10
H 1.11 -3.16 -6.11
H 2.75 -4.91 -4.47
H 0.99 -5.05 -4.71
H 1.59 -1.80 -2.37
H 0.22 -2.29 -3.36
C -2.43 2.59 -6.04
C -3.36 3.37 -5.10
C -3.48 2.40 -3.93
O -2.21 1.74 -3.75
C -1.45 1.95 -5.02
H -1.91 3.22 -6.76
H -3.02 1.84 -6.61
H -4.33 3.67 -5.52
H -2.84 4.29 -4.77
H -4.25 1.65 -4.19
H -3.82 2.92 -3.04
H -1.17 0.93 -5.31
H -0.63 2.67 -4.81
C 3.35 1.49 -3.85
C 3.87 2.92 -3.58
C 2.68 3.81 -3.84
O 1.56 2.99 -3.55
C 1.86 1.71 -4.15
H 3.57 0.71 -3.11
H 3.87 1.08 -4.77
H 4.72 3.14 -4.21
H 4.28 3.01 -2.53
H 2.72 4.06 -4.91
H 2.57 4.69 -3.23
H 1.68 1.78 -5.24
H 1.16 1.11 -3.67

Computed properties:
energy: -135429.1733 eV